{
  "formula": "CH4IN4P",
  "method": "ωB97M-V/def2-TZVPD",
  "homo_lumo_gap_ev": 7.26,
  "homo_energy_ev": -7.59,
  "charge": 0,
  "relative_energy_kcal_mol": 52.2,
  "symbols": ["C", "N", "N", "N", "N", "P", "I", "H", "H", "H", "H"],
  "xyz": [[-1.0073, -0.4735, 0.5444], [0.3608, 0.2225, 0.0937], [0.9718, -0.7357, -0.5453], [0.2388, -1.7659, -0.6434], [-0.9027, -1.6959, 0.1404], [1.4903, 1.7516, -0.3471], [-2.7978, 0.7257, -0.4315], [-1.1753, -0.3149, 1.5673], [0.5233, -2.6687, -0.9628], [1.6840, 2.1344, 1.1368], [0.6141, 2.8203, -0.5526]]
}


{
  "formula": "CH4INO",
  "method": "ωB97M-V/def2-TZVPD",
  "homo_lumo_gap_ev": 8.94,
  "homo_energy_ev": -8.99,
  "smiles": "CONI",
  "charge": 0,
  "relative_energy_kcal_mol": 35.1,
  "symbols": ["C", "O", "N", "I", "H", "H", "H", "H"],
  "xyz": [[-0.8816, 0.5806, 0.2207], [-0.3295, -0.6929, 0.3245], [0.7657, -0.8027, -0.5936], [2.3964, 0.1821, 0.0512], [-0.1619, 1.1590, -0.2926], [-1.0229, 1.0132, 1.2415], [-1.8130, 0.5461, -0.4581], [1.0468, -1.9854, -0.4937]]
}


{
  "formula": "CH4INO2S",
  "method": "ωB97M-V/def2-TZVPD",
  "homo_lumo_gap_ev": 8.76,
  "homo_energy_ev": -9.33,
  "charge": 0,
  "relative_energy_kcal_mol": 8.3,
  "symbols": ["C", "N", "O", "O", "S", "I", "H", "H", "H", "H"],
  "xyz": [[-2.2749, -0.4346, 0.8754], [-1.5070, -0.1319, -0.0511], [1.3076, 0.5872, 0.1531], [2.7746, 1.5508, -1.5771], [2.2699, 0.2786, -1.1046], [4.1603, -0.9647, 0.0076], [-3.3445, -0.5632, 0.7879], [-1.9380, -0.0675, -1.0259], [-1.8779, -0.4552, 1.9903], [0.4298, 0.2004, -0.0556]]
}


{
  "formula": "CH4INS",
  "method": "ωB97M-V/def2-TZVPD",
  "homo_lumo_gap_ev": [7.42, 7.83],
  "homo_energy_ev": [-9.02, -9.06],
  "charge": 0,
  "relative_energy_kcal_mol": 73.5,
  "symbols": ["C", "N", "S", "I", "H", "H", "H", "H"],
  "xyz": [[-0.4672, 0.9457, 0.1256], [0.5458, 0.1104, -0.4733], [0.0662, -2.1255, 0.3756], [2.4645, 0.3319, 0.0861], [-1.4513, 0.6881, -0.2700], [-0.5347, 1.0566, 1.2180], [-0.2603, 1.9758, -0.3573], [-0.3631, -2.9830, -0.7047]]
}


{
  "formula": "CH4INS",
  "method": "ωB97M-V/def2-TZVPD",
  "homo_lumo_gap_ev": [7.47, 8.17],
  "homo_energy_ev": [-9.17, -9.35],
  "charge": 0,
  "relative_energy_kcal_mol": 74.0,
  "symbols": ["C", "N", "S", "I", "H", "H", "H", "H"],
  "xyz": [[-0.4900, 0.9637, 0.1032], [0.3847, 0.0081, -0.5131], [-0.1480, -2.2737, 0.4212], [2.3884, 0.3458, 0.0577], [-0.7002, 1.7029, -0.7173], [-1.4526, 0.4542, 0.3644], [-0.0800, 1.5208, 1.0025], [0.0977, -2.7218, -0.7186]]
}


{
  "formula": "CH4IOPS",
  "method": "ωB97M-V/def2-TZVPD",
  "s2": 2.011,
  "homo_lumo_gap_ev": [6.09, 6.12],
  "homo_energy_ev": [-6.04, -9.02],
  "charge": 0,
  "spin_multiplicity": 3,
  "relative_energy_kcal_mol": 74.8,
  "symbols": ["C", "O", "P", "S", "I", "H", "H", "H", "H"],
  "xyz": [[-0.5275, 1.2656, -0.0711], [1.7063, -1.2128, 1.1546], [0.1150, -0.0524, -1.1883], [0.2068, -1.6656, 0.6408], [-2.0039, -0.9975, -2.0363], [-0.4697, 2.1581, -0.6116], [0.0248, 1.2889, 0.7775], [-1.5010, 0.9160, 0.4377], [2.4493, -1.7003, 0.8967]]
}


{
  "formula": "CH4IPS2",
  "method": "ωB97M-V/def2-TZVPD",
  "homo_lumo_gap_ev": 9.09,
  "homo_energy_ev": -9.10,
  "charge": 0,
  "relative_energy_kcal_mol": 18.1,
  "symbols": ["C", "P", "S", "S", "I", "H", "H", "H", "H"],
  "xyz": [[-0.9051, 0.5321, -0.1882], [1.2111, -1.4154, -0.1266], [0.4875, 1.7592, -0.0207], [-0.4844, -0.8787, 0.8741], [-2.7899, 1.4037, 0.5060], [-1.2905, 0.1433, -1.1861], [1.2210, -2.6957, 0.3705], [2.1602, -1.2318, 0.9905], [0.3902, 2.3834, -1.2193]]
}


{
  "formula": "CH4InN2O",
  "method": "ωB97M-V/def2-TZVPD",
  "homo_lumo_gap_ev": 3.38,
  "homo_energy_ev": -24.42,
  "charge": 3,
  "relative_energy_kcal_mol": 22.1,
  "symbols": ["In", "C", "O", "N", "N", "H", "H", "H", "H"],
  "xyz": [[20.8398, -4.5998, 2.7360], [24.1273, -2.1768, 1.5882], [23.2440, -2.9050, 2.0425], [25.3901, -2.0984, 2.0899], [24.0156, -1.4452, 0.4008], [26.1977, -1.7391, 1.5620], [25.5735, -2.4541, 3.0467], [23.1704, -1.6759, -0.1470], [24.6676, -0.7003, 0.1078]]
}


{
  "formula": "CH4N2",
  "method": "ωB97M-V/def2-TZVPD",
  "homo_lumo_gap_ev": 10.61,
  "homo_energy_ev": -9.42,
  "charge": 0,
  "relative_energy_kcal_mol": 94.6,
  "symbols": ["C", "N", "N", "H", "H", "H", "H"],
  "xyz": [[-0.4385, -0.0728, -0.1108], [0.8727, -0.6160, -0.1503], [0.6874, 0.7919, 0.0336], [-0.9688, -0.1041, -1.0611], [-1.0724, -0.1850, 0.7610], [1.2924, -1.0934, 1.0138], [0.9541, 1.2894, -0.8158]]
}


{
  "formula": "CH4N2O",
  "method": "ωB97M-V/def2-TZVPD",
  "homo_lumo_gap_ev": 10.80,
  "homo_energy_ev": -9.77,
  "smiles": "[H]/N=C/ON",
  "charge": 0,
  "relative_energy_kcal_mol": 87.9,
  "symbols": ["H", "N", "C", "O", "N", "H", "H", "H"],
  "xyz": [[2.7649, -0.4899, 0.0127], [1.9928, 0.2666, 0.0817], [0.8456, -0.2113, -0.0386], [-0.3456, 0.7549, 0.0705], [-1.5853, 0.0397, 0.0936], [0.3301, -1.1224, -0.1376], [-1.8511, 0.1159, -0.8414], [-2.1514, 0.6465, 0.7593]]
}